(1)
The following is a quantum chemistry calculation of a cluster of 2 separate species, C2HIN2O2 in total in a non-equilibrium geometry, from OMol25.

```
8
Properties=species:S:1:pos:R:3:forces:R:3
C -0.085838 0.498025 1.483735 -0.8 -0.5 -1.7
C 0.194549 0.338666 0.038889 -2.3 2.6 -0.9
N -0.360233 0.692125 2.583680 0.3 -0.1 -0.2
N -0.120140 -0.887309 -0.646894 -0.6 -3.3 -0.7
O -1.076196 -1.544033 -0.294887 -0.6 0.6 1.2
O 0.547683 -1.248394 -1.587293 1.0 0.9 -0.3
I 2.007965 1.163638 -0.440153 0.6 0.3 -0.2
H -1.107789 0.987285 -1.137074 2.4 -0.6 2.7
```
Forces are in eV/Å.

Values from the calculation:
LUMO level (spin up / spin down): -2.59 / -2.58 eV
strongest force on any atom: 3.7 eV Å⁻¹
net charge: 0
E_HOMO (spin up / spin down): -10.55 / -10.55 eV
electronic energy: -17258.5021 eV

***

(2)
The following is a quantum chemistry calculation of the molecule C16H17N7OS2 in a non-equilibrium geometry, from OMol25.

```
43
Properties=species:S:1:pos:R:3:forces:R:3
C 0.306584 -0.530899 1.278262 0.2 0.0 0.2
C -0.618374 -0.658181 2.211975 -0.1 0.1 0.1
C -1.667436 0.377545 2.534716 0.2 -0.3 0.2
N -1.876727 1.282543 1.436353 -0.2 0.4 -0.6
C -2.377071 0.921698 0.218671 0.0 0.1 0.0
S -3.137345 -0.620788 -0.067641 -0.4 -0.1 -0.1
C -3.064821 -0.613825 -1.882476 -0.1 0.1 0.2
C -1.867058 -1.330192 -2.472987 -0.1 0.2 0.4
O -1.847757 -1.687785 -3.627621 -0.2 0.0 -0.3
N -0.813474 -1.521016 -1.630570 0.0 0.1 0.3
C 0.347214 -2.127342 -2.028297 0.3 -0.4 -1.0
N 1.342025 -2.329219 -1.230025 -1.2 0.7 0.8
N 2.367706 -2.929878 -1.824826 1.4 -0.7 -0.3
C 2.182689 -3.195464 -3.065363 -0.9 0.2 -0.5
C 3.170799 -3.858487 -3.950941 0.3 -0.1 -0.1
C 4.460604 -4.195448 -3.213271 -0.1 0.0 -0.1
S 0.597220 -2.689271 -3.660058 0.7 -0.1 0.7
N -2.218570 1.878125 -0.655985 -0.5 -0.9 -0.3
N -1.596477 2.885462 -0.035570 0.6 1.0 0.6
C -1.385361 2.546732 1.209806 -0.2 -0.2 -0.3
C -0.740778 3.393360 2.196457 0.2 0.3 0.4
C -1.232728 3.547225 3.491018 0.1 0.1 -0.2
C -0.557356 4.381550 4.364987 0.0 0.0 0.0
C 0.575911 5.038776 3.908714 -0.2 0.0 0.3
N 1.036222 4.916509 2.674971 0.4 0.3 -0.1
C 0.398776 4.121318 1.842388 -0.3 -0.4 -0.1
H 1.030160 -1.301305 1.077416 0.1 -0.2 0.0
H 0.392313 0.356913 0.669295 -0.1 0.2 -0.1
H -0.671026 -1.545577 2.825465 0.1 -0.2 0.1
H -2.616378 -0.118736 2.765572 0.1 0.1 0.1
H -1.351797 0.951526 3.410932 -0.2 -0.1 -0.1
H -3.976432 -1.077317 -2.258722 0.1 0.0 0.0
H -3.040868 0.436775 -2.184361 0.0 -0.1 -0.1
H -0.856168 -1.243048 -0.653972 -0.1 -0.1 -0.2
H 3.379487 -3.196061 -4.796082 0.0 -0.1 0.0
H 2.718261 -4.767123 -4.358711 0.0 0.0 -0.1
H 4.253781 -4.861391 -2.380836 0.0 0.0 0.1
H 5.162166 -4.677550 -3.889118 0.1 0.0 0.0
H 4.912885 -3.291347 -2.816784 0.1 0.0 0.1
H -2.144656 3.054041 3.799241 0.0 0.0 0.0
H -0.911158 4.527354 5.373675 0.0 0.0 0.1
H 1.136849 5.701602 4.553661 0.0 0.0 0.1
H 0.798162 4.048197 0.840642 0.0 -0.1 -0.1
```
Forces are in eV/Å.

Values from the calculation:
LUMO level: 0.35 eV
strongest force on any atom: 1.6 eV Å⁻¹
net charge: 0
E_HOMO: -8.77 eV
electronic energy: -51015.7878 eV

***

(3)
The following is a quantum chemistry calculation of a cluster of 14 separate species, C30H75N5O18 in total in a non-equilibrium geometry, from OMol25.

```
128
Properties=species:S:1:pos:R:3:forces:R:3
C -0.614093 4.343763 3.165059 0.6 0.1 -0.3
O -1.789591 3.671897 3.535688 -0.2 0.0 0.5
H -0.319612 5.105420 3.893394 -0.4 0.0 0.1
H 0.244423 3.661924 3.108486 -0.2 -0.1 -0.2
H -0.712646 4.845184 2.197183 0.0 -0.1 0.0
H -2.348863 3.531025 2.763145 0.3 -0.1 -0.2
C 3.229465 2.367940 1.693327 0.0 -0.1 1.8
O 2.444569 3.558109 1.725861 0.1 -0.1 -0.5
H 2.683271 1.562495 2.206084 -0.1 -0.2 -0.5
H 3.550887 2.082187 0.701585 -0.1 0.2 -0.2
H 4.084669 2.509586 2.364580 0.4 -0.1 -0.5
H 2.582408 3.931888 2.599315 -0.2 0.2 0.0
C 4.466572 1.182992 -1.697286 0.9 0.3 -0.5
O 5.462153 1.469225 -0.719378 -0.1 -0.3 0.4
H 4.265546 0.116549 -1.659206 -0.3 0.0 0.2
H 3.568954 1.784505 -1.562755 -0.2 -0.2 0.0
H 4.891335 1.375536 -2.688873 -0.3 0.1 -0.1
H 5.680036 2.404787 -0.730179 -0.1 0.0 -0.2
C -2.387275 3.602143 -2.070539 -0.1 -0.6 -0.7
O -3.258875 2.614911 -1.471365 0.2 0.6 0.3
H -1.640873 3.043068 -2.632941 0.2 0.4 -0.2
H -2.981038 4.244341 -2.720927 0.2 0.1 -0.1
H -1.872728 4.220096 -1.339493 -0.2 -0.2 0.4
H -3.887387 2.358137 -2.151133 0.0 -0.1 0.1
C -4.092027 4.528463 1.416176 -0.6 0.7 0.0
O -3.295097 3.394502 1.132402 0.0 0.4 0.1
H -3.605610 5.502579 1.258918 0.4 -0.3 -0.1
H -4.992197 4.556294 0.790451 0.0 -0.2 0.1
H -4.392694 4.516678 2.463692 0.0 -0.2 0.0
H -3.323121 3.265435 0.170049 0.1 -0.4 0.0
C 3.354706 -2.740265 -1.046131 0.2 -1.1 -0.2
O 3.513750 -3.610338 -2.188683 0.1 0.4 0.4
H 4.299812 -2.257037 -0.795082 -0.1 0.4 -0.1
H 2.556731 -2.046103 -1.281733 0.1 0.2 0.1
H 3.078660 -3.353644 -0.180731 -0.2 0.2 0.1
H 4.299262 -4.137601 -2.017868 0.0 -0.1 -0.1
C 3.646262 -2.918622 2.916582 0.1 -0.6 -0.3
O 4.000713 -1.692615 3.520594 0.1 0.1 0.0
H 2.784857 -2.832842 2.245534 -0.1 0.1 0.1
H 4.466262 -3.369478 2.342863 0.0 0.2 0.0
H 3.411663 -3.635942 3.701037 -0.2 0.2 0.1
H 4.473741 -1.153561 2.880957 0.0 0.0 0.0
C -5.157197 -0.979824 -0.569380 -0.1 -1.0 0.0
C -4.473791 -0.049606 0.399564 0.3 0.4 0.0
C -5.286055 0.574464 1.536005 -0.9 0.0 0.0
O -4.841894 -0.093046 2.716291 0.2 -0.1 -0.1
C -3.717117 -0.786061 2.436951 -0.8 -0.1 -0.4
O -3.085516 -1.377841 3.248913 0.5 0.0 0.3
O -3.466405 -0.789271 1.115793 0.4 0.4 0.1
H -4.546917 -1.095275 -1.465043 -0.2 0.3 -0.2
H -6.185653 -0.690611 -0.782961 0.1 0.2 -0.3
H -5.200513 -2.008968 -0.197578 -0.1 0.2 0.4
H -4.004545 0.745855 -0.179657 0.3 -0.1 0.2
H -6.357543 0.418099 1.374021 0.1 -0.2 0.3
H -5.153464 1.644252 1.698399 0.4 0.0 -0.3
C 0.736989 -0.845501 1.374872 -0.3 0.2 0.4
C 0.045946 -0.020302 0.324999 1.0 -0.5 -0.6
C -0.130877 1.460436 0.568794 0.0 -0.2 0.0
O 0.089543 2.031736 -0.738332 -0.5 0.2 0.0
C 0.726709 1.138613 -1.524864 0.1 -0.2 1.1
O 1.107304 1.362549 -2.626717 0.1 0.1 -0.6
O 0.936188 0.001606 -0.839334 -0.2 0.0 -0.4
H 1.731957 -0.499140 1.663307 0.0 0.2 -0.5
H 0.817392 -1.862458 0.996901 0.0 -0.1 0.2
H 0.153240 -0.812444 2.300272 -0.1 -0.4 -0.2
H -0.849685 -0.534579 -0.031736 -0.2 0.2 0.2
H 0.626796 1.868919 1.238198 -0.1 0.0 0.1
H -1.132031 1.678830 0.935185 0.0 0.3 -0.2
C -0.326896 -0.665753 -7.422541 0.6 -0.5 0.1
O -1.038588 0.236988 -7.057679 -0.4 0.3 0.0
N 0.707049 -1.181103 -6.707553 -0.3 0.2 0.2
C 0.983405 -0.745828 -5.349199 0.7 0.0 -0.2
C 1.463046 -2.315149 -7.168192 -0.3 -0.5 -0.4
H -0.425120 -1.178361 -8.396563 -0.1 0.1 0.0
H 0.389333 0.095508 -5.015118 -0.4 -0.1 -0.3
H 2.022355 -0.402324 -5.313958 0.0 -0.2 0.2
H 0.871151 -1.602201 -4.684416 0.0 0.1 0.2
H 1.187377 -2.558602 -8.197078 0.1 0.2 0.0
H 2.538749 -2.139316 -7.137982 0.0 0.1 0.1
H 1.233713 -3.226049 -6.599662 0.1 0.2 0.2
C -2.005157 -3.588912 -1.784206 0.2 0.1 0.1
O -1.903789 -2.451691 -1.357823 -0.1 0.1 -0.1
N -1.024710 -4.275983 -2.408449 -0.2 0.2 0.0
C -1.182449 -5.671258 -2.733476 -0.3 0.0 0.0
C 0.241659 -3.656638 -2.719378 0.3 0.3 0.3
H -2.937728 -4.166407 -1.674909 0.0 -0.1 0.0
H -2.229988 -5.943679 -2.604441 0.0 -0.1 0.1
H -0.564282 -6.287498 -2.078894 0.0 -0.1 -0.1
H -0.935823 -5.861973 -3.778579 0.2 0.0 0.0
H 0.422594 -3.655757 -3.795707 0.0 -0.2 0.0
H 0.245419 -2.620769 -2.383427 -0.2 0.0 0.0
H 1.066927 -4.156897 -2.209817 0.0 -0.1 -0.2
C -0.591534 -1.708496 5.083563 0.1 0.1 0.0
O 0.035260 -2.744809 5.180671 0.1 -0.2 -0.1
N -0.047923 -0.502253 4.787143 -0.7 0.0 0.2
C -0.852582 0.707206 4.770096 0.4 0.0 -0.1
C 1.364960 -0.349268 4.576129 0.3 0.4 1.1
H -1.683882 -1.671656 5.205248 0.0 0.1 0.1
H -0.650474 1.230727 3.831397 -0.2 0.1 0.0
H -0.581435 1.384506 5.586204 0.1 -0.1 0.0
H -1.914110 0.492653 4.853559 0.0 -0.2 -0.1
H 1.863471 -1.302522 4.715044 -0.1 -0.1 -0.6
H 1.551905 0.145879 3.621933 0.2 -0.3 0.1
H 1.791582 0.292736 5.364093 -0.1 0.1 -0.2
C -2.330334 -4.562948 3.797639 0.3 0.5 -0.3
O -2.884855 -5.458056 4.391092 -0.3 -0.3 0.2
N -1.828315 -4.667568 2.540703 0.3 0.3 -0.4
C -1.003791 -3.631952 1.958006 0.1 0.1 0.0
C -1.951033 -5.894564 1.806685 -0.1 -0.8 0.5
H -2.187777 -3.546637 4.195414 0.0 -0.3 0.1
H 0.037177 -3.968200 1.854519 0.0 -0.1 0.1
H -1.008734 -2.744799 2.586017 -0.1 -0.1 0.0
H -1.337070 -3.341625 0.957843 -0.2 0.0 0.1
H -2.065516 -6.704097 2.533192 -0.1 0.0 -0.1
H -2.834950 -5.916287 1.164084 0.1 0.1 -0.2
H -1.051794 -6.106816 1.228892 0.0 0.2 -0.1
C 3.793226 6.084610 -2.486668 0.1 0.0 0.1
O 4.358247 7.148910 -2.356157 0.1 0.2 0.1
N 2.864107 5.584312 -1.641174 0.3 -0.2 -0.3
C 2.436976 6.320622 -0.471310 0.0 -0.2 0.1
C 2.152673 4.369019 -1.954343 -0.4 -0.3 0.3
H 4.031351 5.413559 -3.327930 -0.2 -0.1 0.0
H 2.687242 5.750401 0.425333 -0.1 0.0 0.0
H 1.353666 6.462909 -0.507205 0.0 0.1 0.0
H 2.946122 7.277835 -0.439547 0.0 0.1 -0.1
H 2.609010 3.808669 -2.766700 0.0 0.3 -0.2
H 2.111910 3.675907 -1.108791 0.1 0.3 0.2
H 1.109136 4.607702 -2.187154 0.0 -0.2 -0.2
```
Forces are in eV/Å.

Values from the calculation:
LUMO level: 0.06 eV
strongest force on any atom: 1.8 eV Å⁻¹
net charge: 0
E_HOMO: -8.67 eV
electronic energy: -76630.0061 eV

***

(4)
The following is a quantum chemistry calculation of the molecule C4H7NO, from OMol25.

```
13
Properties=species:S:1:pos:R:3:forces:R:3
C 0.472168 1.126269 -1.330541 0.0 0.0 0.0
C 0.133096 0.556323 0.034719 -0.2 0.4 -0.1
C -1.171936 -0.002478 0.224572 0.2 -0.1 0.0
N 0.727686 -0.801971 0.169086 -0.5 -0.3 0.0
C 0.445882 -1.578385 1.214827 -0.1 0.1 -0.1
O -0.606375 -1.636969 1.855527 0.1 -0.1 0.2
H 1.557530 1.218822 -1.427876 -0.1 0.0 0.0
H 0.015361 2.113844 -1.455391 0.1 -0.1 0.0
H 0.111549 0.465715 -2.125657 0.1 0.1 0.2
H 0.444592 1.218058 0.846497 0.0 0.0 0.0
H -1.769570 0.152516 1.118825 0.3 -0.2 -0.2
H -1.633593 -0.565234 -0.581956 0.2 0.1 0.1
H 1.273610 -2.266509 1.457367 0.0 0.1 0.0
```
Forces are in eV/Å.

Values from the calculation:
LUMO level: -0.45 eV
strongest force on any atom: 0.6 eV Å⁻¹
net charge: 0
E_HOMO: -9.16 eV
electronic energy: -7796.0273 eV

***

net charge of number 3 (C30H75N5O18)? 0